A molecular structure, C16H41N3O5Sr at a distorted geometry, computed with ωB97M-V/def2-TZVPD.

Structure (XYZ):
```
66
C16H41N3O5Sr | the Open Molecules 2025 dataset | ωB97M-V/def2-TZVPD
Sr 0.526 0.365 -0.051
C 0.947 3.919 0.471
O 0.041 2.817 0.694
C -0.646 3.018 1.982
C -1.621 1.856 2.254
N -0.994 0.552 1.931
C -1.943 -0.418 2.468
C -1.301 -1.253 3.551
O -0.305 -2.173 3.023
C 0.620 -2.541 4.010
H 1.343 3.968 -0.543
H 1.750 3.992 1.204
H 0.499 4.913 0.454
H -1.260 3.918 1.997
H 0.130 3.033 2.748
H -2.545 2.150 1.758
H -1.815 1.834 3.327
H -0.174 0.470 2.514
H -2.242 -1.154 1.722
H -2.880 -0.050 2.888
H -1.958 -2.057 3.882
H -1.129 -0.645 4.439
H -0.012 -2.949 4.799
H 1.175 -1.694 4.414
H 1.312 -3.309 3.664
C -1.887 2.672 -1.757
O -1.134 1.472 -1.786
C -1.129 1.010 -3.117
C -0.283 -0.240 -3.338
N 0.999 -0.306 -2.644
C 1.933 0.675 -3.152
C 3.278 0.482 -2.333
O 3.106 1.201 -1.131
C 4.265 1.839 -0.724
H -1.724 3.231 -0.836
H -2.903 2.278 -1.791
H -1.690 3.388 -2.555
H -0.804 1.844 -3.739
H -2.150 0.781 -3.421
H -0.224 -0.471 -4.401
H -1.008 -0.986 -3.013
H 1.421 -1.172 -2.948
H 1.681 1.730 -3.259
H 2.167 0.522 -4.205
H 4.079 0.895 -2.945
H 3.541 -0.526 -2.011
H 4.841 1.145 -0.112
H 3.914 2.556 0.019
H 4.881 2.408 -1.421
C 0.391 -4.365 0.096
C 0.262 -2.953 -0.397
C -1.271 -2.697 -0.411
O -1.435 -1.263 -0.458
C -2.846 -0.990 -0.716
N 0.973 -2.126 0.593
H 0.087 -4.410 1.141
H 1.432 -4.665 -0.025
H -0.258 -4.997 -0.510
H 0.715 -2.756 -1.369
H -1.664 -3.076 0.532
H -1.673 -3.254 -1.256
H -3.525 -1.403 0.030
H -3.068 -1.446 -1.680
H -3.186 0.040 -0.823
H 0.518 -2.057 1.491
H 1.859 -2.572 0.783
```

Values from the calculation:
Max |F| = 3.08 eV Å⁻¹
Energy above the lowest of the compared OMol25 structures with the same formula, charge and spin = 163.3 kJ/mol
Total charge = +2
Gap between HOMO and LUMO = 0.3810 hartree

Atomic partial charges in e from the Mulliken method, atoms 1 to 5: number 1, Sr, carries 1.351; number 2, C, carries -1.077; number 3, O, carries 0.151; number 4, C, carries -1.005; number 5, C, carries -1.074

4 unconnected molecules or ions with the total composition C16H41N4O3 at a distorted geometry, computed with ωB97M-V/def2-TZVPD.

Structure (XYZ):
```
64
C16H41N4O3 | the Open Molecules 2025 dataset | ωB97M-V/def2-TZVPD
C -0.084 -1.479 -3.721
C -0.425 -0.173 -3.863
C -1.748 0.442 -3.397
N -2.734 -0.005 -4.299
C -4.011 -0.229 -3.668
H 0.143 -2.100 -4.580
H -0.124 -1.936 -2.734
H 0.264 0.521 -4.355
H -1.898 0.115 -2.336
H -1.633 1.559 -3.393
H -4.797 0.364 -4.170
H -4.320 -1.296 -3.694
H -4.032 0.106 -2.616
C 4.802 0.469 -1.636
C 3.397 0.659 -2.204
C 2.454 1.417 -1.258
O 1.958 0.652 -0.177
C 2.805 0.535 0.942
N 2.862 -0.636 -2.614
H 4.821 -0.314 -0.877
H 5.485 0.168 -2.431
H 5.184 1.391 -1.189
H 3.488 1.275 -3.106
H 1.571 1.718 -1.825
H 2.934 2.333 -0.879
H 3.386 1.450 1.109
H 3.490 -0.314 0.842
H 2.175 0.349 1.811
H 1.962 -0.506 -3.080
H 2.616 -1.144 -1.768
C -3.673 2.515 -0.598
C -5.086 3.025 -0.864
C -5.630 3.942 0.239
O -6.052 3.281 1.420
C -5.026 2.969 2.337
N -5.951 1.880 -1.135
H -3.669 1.723 0.152
H -3.249 2.094 -1.508
H -3.018 3.320 -0.255
H -5.050 3.630 -1.777
H -6.524 4.445 -0.140
H -4.896 4.722 0.489
H -4.248 3.739 2.341
H -4.563 2.002 2.123
H -5.478 2.921 3.328
H -6.871 2.194 -1.429
H -6.118 1.383 -0.265
C 4.030 -4.648 3.922
C 4.043 -3.192 4.376
C 2.670 -2.512 4.310
O 2.257 -2.141 3.015
C 1.652 -3.158 2.238
N 5.065 -2.470 3.616
H 3.964 -4.727 2.837
H 4.952 -5.142 4.229
H 3.190 -5.192 4.358
H 4.344 -3.177 5.429
H 2.730 -1.576 4.873
H 1.901 -3.133 4.793
H 1.062 -3.835 2.864
H 2.389 -3.737 1.676
H 0.991 -2.669 1.524
H 5.156 -1.526 3.981
H 4.719 -2.342 2.669
```

Values from the calculation:
Max |F| = 1.80 eV Å⁻¹
Energy above the lowest of the compared OMol25 structures with the same formula, charge and spin = 252.5 kJ/mol
Total charge = -1
Gap between HOMO and LUMO = 0.1280 hartree

Atomic partial charges in e from the Mulliken method, atoms 1 to 5: number 1, C, carries -0.941; number 2, C, carries -0.386; number 3, C, carries 0.062; number 4, N, carries -0.803; number 5, C, carries -0.616

2 unconnected molecules or ions with the total composition C16H41N4O5P2S at a distorted geometry, computed with ωB97M-V/def2-TZVPD.

Structure (XYZ):
```
69
C16H41N4O5P2S | the Open Molecules 2025 dataset | ωB97M-V/def2-TZVPD
C 2.160 1.393 -0.542
O 0.827 1.495 -0.996
C 0.637 0.894 -2.268
C -0.514 -0.130 -2.178
C -0.231 -1.453 -2.910
C -0.171 -2.669 -1.971
C 0.262 -3.937 -2.731
C 1.753 -4.351 -2.574
P 1.855 -6.215 -2.166
O 0.731 -6.836 -3.156
O 1.247 -6.289 -0.666
C 2.483 -4.252 -3.924
N 3.816 -3.579 -3.749
C 3.572 -2.260 -3.108
C 3.039 -2.481 -1.693
S 4.483 -2.392 -0.556
O 2.438 -3.741 -1.491
H 2.423 0.338 -0.372
H 2.856 1.801 -1.280
H 2.237 1.926 0.400
H 1.544 0.363 -2.574
H 0.346 1.668 -2.978
H -0.704 -0.354 -1.129
H -1.416 0.322 -2.586
H 0.677 -1.400 -3.523
H -1.034 -1.671 -3.616
H 0.445 -2.462 -1.098
H -1.194 -2.818 -1.625
H -0.369 -4.754 -2.378
H -0.004 -3.819 -3.781
H -0.100 -7.028 -2.692
H 1.156 -5.425 -0.238
H 1.938 -3.686 -4.675
H 2.665 -5.250 -4.330
H 4.372 -4.139 -3.091
H 4.285 -3.433 -4.641
H 4.464 -1.640 -3.071
H 2.838 -1.705 -3.693
H 2.391 -1.654 -1.408
H 4.253 -3.514 0.137
O -1.832 4.727 1.439
P -1.873 3.707 2.515
N -2.659 2.379 1.810
C -3.351 1.340 2.539
C -1.941 1.834 0.668
N -2.918 4.453 3.681
C -4.353 4.198 3.639
C -2.669 5.890 3.777
N -0.880 2.871 3.671
C -1.269 2.799 5.073
C 0.544 3.243 3.562
H -2.667 0.631 3.031
H -3.972 0.775 1.840
H -4.027 1.738 3.285
H -1.086 1.216 0.981
H -1.565 2.632 0.031
H -2.610 1.221 0.059
H -4.774 4.269 2.628
H -4.867 4.923 4.272
H -4.601 3.225 4.059
H -3.149 6.453 2.970
H -1.600 6.105 3.737
H -3.045 6.257 4.734
H -1.268 3.767 5.580
H -0.550 2.145 5.574
H -2.248 2.341 5.191
H 0.738 4.262 3.918
H 0.867 3.184 2.520
H 1.164 2.553 4.136
```

Values from the calculation:
Max |F| = 4.84 eV Å⁻¹
Total charge = +1
Gap between HOMO and LUMO = 0.2399 hartree

Atomic partial charges in e from the Mulliken method, atoms 1 to 5: number 1, C, carries -0.613; number 2, O, carries -0.264; number 3, C, carries -0.646; number 4, C, carries -0.546; number 5, C, carries -0.831

A molecular structure, C16H42AlClN3, computed with ωB97M-V/def2-TZVPD.

Structure (XYZ):
```
63
C16H42AlClN3 | the Open Molecules 2025 dataset | ωB97M-V/def2-TZVPD
C 1.273 2.600 1.504
C -0.134 2.235 1.988
Al -1.287 1.380 0.605
Cl -0.338 -0.635 0.231
C -3.177 0.933 1.117
C -4.014 2.100 1.617
N -3.633 3.336 0.910
H 1.802 3.305 2.157
H 1.908 1.712 1.435
H 1.257 3.045 0.505
H -0.655 3.127 2.352
H -0.058 1.564 2.850
H -1.216 2.146 -0.836
H -3.143 0.135 1.863
H -3.643 0.482 0.235
H -3.823 2.274 2.680
H -5.093 1.904 1.526
H -3.543 3.164 -0.089
H -4.317 4.081 1.040
C -2.015 -3.212 1.979
C -1.896 -4.448 2.851
N -0.810 -5.321 2.428
C -0.806 -6.618 3.077
C -0.551 -6.667 4.589
C 0.487 -4.678 2.248
C 1.060 -3.904 3.439
H -2.072 -3.478 0.923
H -2.907 -2.640 2.237
H -1.169 -2.538 2.092
H -2.815 -5.042 2.794
H -1.800 -4.135 3.904
H -0.061 -7.239 2.571
H -1.781 -7.077 2.883
H 0.481 -6.418 4.836
H -0.755 -7.670 4.969
H -1.200 -5.970 5.122
H 0.405 -3.987 1.407
H 1.187 -5.461 1.943
H 0.321 -3.211 3.843
H 1.912 -3.307 3.111
H 1.389 -4.557 4.247
C 3.759 4.894 -3.783
C 3.078 3.593 -3.384
N 1.658 3.594 -3.671
C 0.916 2.537 -2.984
C 1.206 1.087 -3.372
C 1.291 3.838 -5.055
C 1.926 2.941 -6.125
H 3.231 5.745 -3.350
H 4.790 4.904 -3.426
H 3.784 5.024 -4.867
H 3.179 3.450 -2.305
H 3.617 2.751 -3.851
H -0.148 2.741 -3.109
H 1.102 2.649 -1.915
H 0.819 0.836 -4.361
H 0.728 0.431 -2.642
H 2.277 0.874 -3.361
H 1.534 4.877 -5.300
H 0.203 3.757 -5.110
H 3.012 2.902 -6.009
H 1.717 3.342 -7.119
H 1.553 1.920 -6.082
```

Values from the calculation:
Max |F| = 0.32 eV Å⁻¹
Total charge = -1
Gap between HOMO and LUMO = 0.2859 hartree

Atomic partial charges in e from the Mulliken method, atoms 1 to 5: number 1, C, carries -0.986; number 2, C, carries -0.548; number 3, Al, carries 0.065; number 4, Cl, carries -0.489; number 5, C, carries -0.473